Record 1
Computed, not measured: a structure of composition C2H3NO3, with wB97M-V/def2-TZVPD.

The HOMO-LUMO gap comes out at 11.74 eV. Its spin multiplicity is 1. The value obtained for the LUMO energy is 0.64 eV. The max |F| comes out at 3.70 eV/Å.

Each line ends with the Mulliken charge.
Cartesian coordinates (Å):
C -1.96 -0.01 0.06  0.369
C -0.01 -0.51 -0.34  0.279
N -0.79 0.69 -0.24  -0.167
O -3.09 -0.03 0.31  -0.380
O -1.07 -1.38 -0.26  -0.457
O 0.95 -0.66 0.64  -0.474
H 0.57 -0.43 -1.34  0.261
H -0.52 1.68 0.05  0.276
H 0.58 -1.16 1.33  0.295

Record 2
Computed, not measured: a structure of composition C41H44AsN5PSn, with wB97M-V/def2-TZVPD.

The HOMO-LUMO gap comes out at 7.11 eV. Its spin multiplicity is 1. The value obtained for the LUMO energy is -8.71 eV. As for the net charge: +3. The max |F| comes out at 1.04 eV/Å.

Each line ends with the Mulliken charge.
Cartesian coordinates (Å):
Sn 0.93 0.94 0.40  1.314
C 1.73 1.63 -4.06  -0.892
C 3.10 1.51 -4.15  -0.875
C 3.85 1.42 -2.98  -0.863
C 3.19 1.46 -1.76  0.333
N 1.85 1.56 -1.68  0.617
C 1.14 1.65 -2.81  -0.456
C 3.90 1.42 -0.46  0.866
C 5.27 1.54 -0.33  -1.133
C 5.83 1.50 0.94  -1.139
C 5.01 1.33 2.05  -0.850
C 3.65 1.21 1.85  0.419
N 3.12 1.28 0.62  0.293
C 2.68 0.97 2.95  0.546
C 3.03 0.90 4.29  -0.750
C 2.05 0.64 5.24  -0.827
C 0.74 0.43 4.83  -0.914
C 0.45 0.51 3.48  -0.447
N 1.40 0.79 2.57  0.475
H 1.11 1.71 -4.95  0.541
H 3.60 1.48 -5.11  0.500
H 4.92 1.32 -3.03  0.502
H 0.06 1.73 -2.71  0.486
H 5.90 1.67 -1.19  0.508
H 6.90 1.59 1.06  0.485
H 5.45 1.28 3.04  0.527
H 4.05 1.04 4.60  0.513
H 2.31 0.59 6.29  0.479
H -0.05 0.21 5.54  0.554
H -0.55 0.35 3.10  0.592
C -5.23 1.46 2.26  -1.840
C -4.45 0.47 1.38  2.283
C -5.02 0.43 -0.04  -1.516
C -4.46 -0.94 2.00  -1.354
C -3.04 0.91 1.32  -0.847
N -1.93 1.24 1.28  -0.117
H -6.25 1.10 2.36  0.436
H -5.26 2.45 1.80  0.410
H -4.80 1.54 3.25  0.389
H -6.06 0.13 0.01  0.479
H -4.48 -0.28 -0.67  0.278
H -4.98 1.42 -0.51  0.375
H -5.49 -1.29 2.04  0.477
H -4.07 -0.93 3.02  0.406
H -3.88 -1.64 1.40  0.118
C 1.68 4.52 0.23  -1.164
As 0.18 3.38 0.63  0.930
C -1.23 3.98 -0.52  -1.044
C -0.29 3.80 2.44  -1.103
H 1.36 5.56 0.39  0.528
H 1.98 4.40 -0.81  0.372
H 2.51 4.30 0.89  0.351
H -1.63 4.90 -0.08  0.502
H -2.02 3.24 -0.59  0.196
H -0.82 4.20 -1.51  0.415
H -0.64 4.83 2.46  0.539
H 0.59 3.71 3.08  0.313
H -1.08 3.13 2.79  0.290
N 1.06 -0.91 -0.01  0.056
P 0.08 -1.94 -0.79  2.150
C 1.17 -3.17 -1.48  -0.204
C 2.18 -2.75 -2.35  -0.263
C 3.02 -3.67 -2.94  -0.728
C 2.87 -5.03 -2.65  -0.671
C 1.88 -5.45 -1.78  -0.791
C 1.03 -4.53 -1.19  -0.528
C -0.87 -1.24 -2.16  0.195
C -0.75 -1.71 -3.46  -0.641
C -1.50 -1.14 -4.49  -0.837
C -2.39 -0.12 -4.21  -0.959
C -2.55 0.34 -2.91  -0.468
C -1.79 -0.22 -1.89  0.465
C -1.12 -2.75 0.27  0.758
C -0.89 -2.78 1.65  -0.578
C -1.75 -3.50 2.47  -0.747
C -2.83 -4.18 1.91  -0.638
C -3.06 -4.14 0.54  -0.865
C -2.21 -3.42 -0.28  -0.719
H 2.30 -1.69 -2.56  0.318
H 3.80 -3.35 -3.61  0.460
H 3.53 -5.75 -3.11  0.422
H 1.77 -6.50 -1.56  0.459
H 0.26 -4.86 -0.50  0.430
H -0.07 -2.53 -3.69  0.502
H -1.40 -1.52 -5.50  0.510
H -2.99 0.31 -5.01  0.482
H -3.27 1.12 -2.69  0.491
H -1.93 0.12 -0.87  0.054
H -0.03 -2.28 2.06  0.497
H -1.57 -3.55 3.53  0.479
H -3.49 -4.75 2.55  0.455
H -3.90 -4.68 0.12  0.465
H -2.38 -3.40 -1.35  0.481

Record 3
Computed, not measured: a cluster of 8 separate species, C47H41F7NO3PS in total, with wB97M-V/def2-TZVPD.

The HOMO-LUMO gap comes out at 7.87 eV. Its spin multiplicity is 1. Its SMILES is NCC1=C([PH2]=S)C(=O)OC1=O.Fc1ccccc1.Fc1ccccc1.Fc1ccccc1.Fc1ccccc1.Fc1ccccc1.Fc1ccccc1.Fc1ccccc1. The value obtained for the LUMO energy is -1.33 eV. The max |F| comes out at 1.18 eV/Å.

Each line ends with the Mulliken charge.
Cartesian coordinates (Å):
N 0.83 -2.44 1.68  -0.270
C -0.60 -2.63 1.41  -0.695
C -1.45 -1.40 1.41  1.113
C -2.72 -1.17 1.02  -0.192
P -4.03 -2.33 0.62  0.194
S -3.60 -4.22 0.73  -0.366
C -2.86 0.30 0.82  0.444
O -3.53 0.87 0.02  -0.479
O -1.83 0.92 1.51  -0.329
C -1.02 -0.08 2.02  -0.091
O -0.31 0.07 2.96  -0.468
H 1.10 -1.48 1.56  0.102
H 1.03 -2.71 2.63  0.122
H -0.67 -2.97 0.37  0.326
H -1.03 -3.44 1.98  0.415
H -4.98 -1.97 1.58  0.090
H -4.59 -1.87 -0.58  0.105
F 2.78 -0.69 -0.56  -0.129
C 2.03 -0.46 -1.66  0.412
C 0.76 0.07 -1.52  -0.376
C 0.00 0.29 -2.65  -0.488
C 0.51 -0.02 -3.91  -0.819
C 1.79 -0.55 -4.03  -0.370
C 2.56 -0.77 -2.90  -0.616
H 0.39 0.30 -0.53  0.514
H -0.99 0.71 -2.55  0.507
H -0.09 0.16 -4.79  0.457
H 2.18 -0.79 -5.00  0.410
H 3.56 -1.18 -2.97  0.463
F -4.81 6.89 -3.84  -0.333
C -4.35 5.88 -3.06  0.379
C -5.24 4.96 -2.57  -0.545
C -4.76 3.93 -1.78  -0.366
C -3.41 3.84 -1.48  -0.469
C -2.53 4.79 -1.98  -0.415
C -3.00 5.83 -2.78  -0.520
H -6.30 5.04 -2.81  0.450
H -5.45 3.18 -1.39  0.418
H -3.05 3.04 -0.85  0.549
H -1.48 4.73 -1.75  0.407
H -2.33 6.58 -3.19  0.447
F -9.66 3.68 -0.92  -0.326
C -8.98 4.54 -0.13  0.502
C -9.48 5.81 0.06  -0.545
C -8.76 6.69 0.87  -0.283
C -7.58 6.28 1.46  -0.625
C -7.10 5.00 1.26  -0.249
C -7.81 4.11 0.46  -0.556
H -10.40 6.11 -0.42  0.430
H -9.14 7.69 1.03  0.368
H -7.02 6.97 2.09  0.385
H -6.17 4.68 1.71  0.396
H -7.46 3.10 0.28  0.505
F 2.39 -1.50 4.03  -0.339
C 3.16 -2.50 4.50  0.422
C 2.93 -2.99 5.76  -0.586
C 3.73 -4.03 6.22  -0.415
C 4.73 -4.56 5.42  -0.685
C 4.94 -4.04 4.15  -0.685
C 4.15 -3.01 3.67  -0.008
H 2.14 -2.57 6.37  0.485
H 3.56 -4.43 7.21  0.405
H 5.35 -5.36 5.79  0.457
H 5.72 -4.45 3.52  0.406
H 4.28 -2.60 2.68  0.520
F 3.77 0.72 -6.76  -0.336
C 2.90 1.63 -7.26  0.399
C 2.76 1.73 -8.63  -0.530
C 1.87 2.66 -9.14  -0.265
C 1.15 3.48 -8.28  -0.554
C 1.31 3.37 -6.91  -0.398
C 2.20 2.43 -6.39  -0.370
H 3.34 1.08 -9.28  0.420
H 1.74 2.75 -10.21  0.355
H 0.45 4.21 -8.68  0.378
H 0.75 4.00 -6.24  0.405
H 2.34 2.32 -5.32  0.505
F 0.33 -5.34 2.03  -0.274
C 0.57 -6.17 3.07  0.375
C -0.45 -6.99 3.52  -0.566
C -0.19 -7.83 4.58  -0.320
C 1.06 -7.85 5.18  -0.698
C 2.07 -7.01 4.71  -0.267
C 1.83 -6.16 3.64  -0.429
H -1.41 -6.95 3.03  0.472
H -0.97 -8.49 4.94  0.365
H 1.26 -8.51 6.01  0.389
H 3.04 -7.02 5.18  0.416
H 2.60 -5.50 3.26  0.552
F 7.96 -0.06 3.64  -0.317
C 7.30 0.04 2.47  0.379
C 5.94 -0.23 2.45  -0.663
C 5.26 -0.13 1.24  -0.208
C 5.94 0.23 0.08  -0.536
C 7.30 0.49 0.13  -0.337
C 7.99 0.40 1.33  -0.600
H 5.44 -0.51 3.36  0.594
H 4.20 -0.32 1.21  0.516
H 5.40 0.31 -0.85  0.375
H 7.83 0.77 -0.77  0.375
H 9.05 0.60 1.40  0.431

Record 4
Computed, not measured: a cluster of 2 separate species, C2H5BrCl2Si in total, with wB97M-V/def2-TZVPD.

The HOMO-LUMO gap (spin up / spin down) comes out at 7.16 / 4.96 eV. Its spin multiplicity is 1. The value obtained for the LUMO energy (spin up / spin down) is -2.12 / -3.11 eV. The max |F| comes out at 3.69 eV/Å.

Each line ends with the Mulliken charge.
Cartesian coordinates (Å):
C -1.32 -0.33 0.24  -1.159
C -0.03 -0.35 -0.54  -0.254
Si 1.07 1.11 -0.10  0.547
Cl 0.63 2.78 -1.02  -0.148
Cl 1.24 1.43 1.89  -0.132
Br 3.31 -1.87 0.47  -0.422
H -1.14 -0.17 1.24  0.370
H -2.10 0.23 -0.29  0.298
H -1.88 -1.34 0.34  0.300
H -0.29 -0.14 -1.62  0.224
H 0.51 -1.34 -0.63  0.376